Computed, not measured: a cluster of 3 separate species, C3H14NO2S2 in total in a non-equilibrium geometry, with the ωB97M-V functional and the def2-TZVPD basis.

Values from the calculation:
HOMO (spin up / spin down) = -15.51 / -15.51 eV
Net charge = +2
2S+1 = 2
ΔE to the lowest compared entry with this formula, charge and spin = 28.3 kcal/mol
Expectation value of S² = 0.755
LUMO energy (spin up / spin down) = -8.73 / -12.37 eV
Gap between HOMO and LUMO (spin up / spin down) = 6.783 / 3.146 eV
Molecular weight = 160.3 g/mol

Positions of all 22 atoms, in Å:
N1 1.58750 0.29754 0.38741
C1 0.09211 0.03380 0.12267
C2 -0.51073 0.90572 -0.97769
C3 -0.73651 0.37591 1.40898
S1 -0.11961 0.27879 3.15524
S2 1.00797 1.92016 3.64514
H1 2.10584 -0.24330 -0.35414
H2 1.80234 1.28254 0.52324
H3 1.79866 -0.17027 1.27640
H4 0.12875 -1.05338 -0.04224
H5 -1.07009 1.79574 -0.67449
H6 0.26506 1.24049 -1.70886
H7 -1.10839 0.36595 -1.72943
H8 -1.03484 1.45574 1.35439
H9 -1.70489 -0.12579 1.28732
H10 0.24183 2.99568 3.26735
H11 -5.05231 -2.26995 -2.23149
H12 -5.02584 -2.38806 -3.64724
O1 -4.41381 -2.09623 -2.95119
H13 4.28044 -1.21002 -1.38741
H14 3.85549 -1.97891 0.00409
O2 3.61104 -1.41213 -0.72805

Cartesian forces, eV/Å:
N -1.23 -0.92 0.00
C 0.28 0.28 1.38
C 0.89 -0.16 -2.23
C -0.83 2.17 -0.21
S 0.60 -0.14 -0.39
S -0.91 -0.52 0.00
H 0.75 0.75 0.37
H 0.39 0.11 -0.67
H 0.36 0.01 -0.32
H -0.60 0.41 -0.24
H 0.22 -0.32 0.25
H -0.04 0.04 0.85
H -0.30 -0.29 0.86
H 0.35 -0.78 -0.11
H 0.22 -0.34 0.70
H 0.10 -0.47 -0.35
H 0.81 0.31 0.20
H 0.72 0.22 -0.55
O -1.50 -0.50 0.39
H 0.49 -0.55 0.39
H 0.94 -0.26 -0.45
O -1.71 0.95 0.11

Results of the Löwdin charge analysis, in e, for atoms 1 through 2: number 1, N, carries 0.195; number 2, C, carries -0.311

---

Computed, not measured: a cluster of 3 separate species, C3H14NO3 in total in a non-equilibrium geometry, with the ωB97M-V functional and the def2-TZVPD basis.

Values from the calculation:
HOMO = -14.27 eV
Net charge = +1
ΔE to the lowest compared entry with this formula, charge and spin = 58.5 kcal/mol
LUMO energy = -3.07 eV
Gap between HOMO and LUMO = 11.199 eV
Molecular weight = 112.1 g/mol

Positions of all 21 atoms, in Å:
C1 0.50276 0.68559 -1.20741
O1 -0.53482 -0.28099 -0.91759
C2 1.06766 1.00036 0.10652
C3 1.39983 2.46188 0.37808
N1 0.12278 0.56190 1.25769
H1 1.46800 0.21149 -1.70943
H2 0.19781 1.46445 -1.92877
H3 -1.04945 -0.71309 -1.67785
H4 2.01944 0.47523 0.39014
H5 2.38268 2.62385 0.66217
H6 0.60922 2.98855 1.07829
H7 1.17322 3.39199 -0.33144
H8 0.64719 0.11610 2.05926
H9 -0.44586 1.26020 1.54125
H10 -0.55120 -0.19402 0.97792
H11 -0.19481 -2.76140 1.93220
H12 -1.58471 -2.45441 1.32782
O2 -0.67236 -2.12203 1.55835
H13 -1.73104 -3.32410 -2.39800
H14 -2.58515 -2.82919 -1.12156
O3 -2.24117 -2.56234 -1.97765

Cartesian forces, eV/Å:
C 0.89 -3.10 -2.79
O -0.54 -0.36 -1.86
C 0.97 1.52 3.13
C -3.89 4.08 -0.47
N 2.08 -4.19 -0.59
H -2.16 0.50 0.31
H -0.15 0.09 1.05
H 1.33 0.92 1.14
H -1.09 -0.01 -0.87
H 1.66 0.27 1.07
H 1.80 -1.53 -0.19
H 0.69 -2.77 -0.11
H -0.67 1.06 -0.99
H -1.92 3.26 1.51
H 1.02 0.18 -0.41
H 2.68 -4.28 2.32
H 1.77 0.26 0.61
O -4.51 3.92 -2.77
H -1.20 1.37 1.17
H 0.08 -0.45 -0.19
O 1.19 -0.76 -1.06

Results of the Löwdin charge analysis, in e, for atoms 1 through 2: number 1, C, carries -0.187; number 2, O, carries -0.116

---

Computed, not measured: a cluster of 3 separate species, C3H14NO3 in total in a non-equilibrium geometry, with the ωB97M-V functional and the def2-TZVPD basis.

Values from the calculation:
HOMO (spin up / spin down) = -19.83 / -19.83 eV
Net charge = +2
2S+1 = 2
ΔE to the lowest compared entry with this formula, charge and spin = 0.0 kcal/mol
Expectation value of S² = 0.755
LUMO energy (spin up / spin down) = -6.80 / -13.51 eV
Gap between HOMO and LUMO (spin up / spin down) = 13.030 / 6.316 eV
Molecular weight = 112.1 g/mol

Positions of all 21 atoms, in Å:
C1 0.35923 1.61325 -0.34988
O1 -0.28294 1.40708 -1.58230
C2 0.27409 0.31478 0.51328
C3 0.77311 0.61195 1.90777
N1 -1.14000 -0.25189 0.55009
H1 1.38672 1.95896 -0.48776
H2 -0.19243 2.43506 0.12294
H3 0.41759 0.97004 -2.22301
H4 0.91542 -0.42804 0.03607
H5 1.71739 1.14823 1.94325
H6 0.82280 -0.30032 2.49828
H7 0.03066 1.22913 2.42542
H8 -1.64899 0.14794 1.34501
H9 -1.63700 0.10316 -0.26579
H10 -1.17715 -1.31799 0.55630
H11 -1.77851 -3.40696 0.09643
H12 -2.21499 -3.09706 1.51438
O2 -1.50557 -2.90648 0.88213
H13 2.21584 -0.43531 -2.74225
H14 1.27471 0.16382 -3.84672
O3 1.39001 0.04064 -2.89365

Cartesian forces, eV/Å:
C -0.74 1.78 -0.75
O 0.61 -0.33 0.83
C 0.34 -1.13 0.30
C -0.86 0.52 0.49
N 0.64 1.30 -0.42
H 0.22 -0.64 -0.03
H -0.25 -0.27 0.25
H 0.52 -0.37 -0.34
H -0.22 -0.04 -0.14
H 0.14 -0.20 -0.15
H 0.30 -0.28 -0.15
H 0.13 0.19 -0.03
H 0.05 -0.36 0.18
H -0.33 -0.41 -0.17
H -0.27 -0.19 0.46
H 0.24 -0.09 0.11
H 0.18 -0.01 0.17
O -0.37 0.18 -0.44
H 0.08 0.09 -0.04
H 0.26 -0.23 -0.11
O -0.68 0.49 -0.04

Results of the Löwdin charge analysis, in e, for atoms 1 through 2: number 1, C, carries -0.084; number 2, O, carries 0.235

---

Computed, not measured: a cluster of 4 separate species, C3H14NO3S in total in a non-equilibrium geometry, with the ωB97M-V functional and the def2-TZVPD basis.

Values from the calculation:
HOMO = -3.21 eV
Net charge = -1
ΔE to the lowest compared entry with this formula, charge and spin = 49.3 kcal/mol
LUMO energy = 3.44 eV
Gap between HOMO and LUMO = 6.651 eV
Molecular weight = 144.2 g/mol

Positions of all 22 atoms, in Å:
C1 0.64957 0.91837 -0.74951
C2 2.06964 0.95522 0.07992
S1 1.98732 0.52035 1.84582
C3 0.16199 -0.55328 -1.13139
N1 -0.71580 -0.55664 -2.29443
H1 -0.11777 1.54734 -0.20163
H2 0.77641 1.48680 -1.71752
H3 2.43935 -0.01084 -0.41714
H4 2.68400 1.82003 -0.24656
H5 1.09922 -1.26561 -1.34159
H6 -0.37999 -1.14669 -0.26368
H7 -1.53121 -0.03020 -1.92101
H8 -1.08983 -1.51905 -2.33724
H9 0.02625 1.53452 1.88501
H10 -0.92003 2.78164 1.39973
O1 -0.96640 1.81951 1.71765
H11 0.89706 -3.92137 1.65469
H12 1.38484 -2.46261 1.70970
O2 1.53184 -3.34237 1.24620
H13 -4.05727 0.37907 0.62940
H14 -2.51859 0.49456 0.44511
O3 -3.41059 0.55127 0.00847

Cartesian forces, eV/Å:
C 0.25 0.71 0.21
C -1.47 -2.74 -2.30
S -0.39 0.60 -0.05
C 1.76 -1.45 1.99
N -1.34 0.01 0.52
H 0.64 -1.29 -0.63
H 0.17 -0.79 0.62
H 0.64 1.61 0.59
H -0.41 -0.41 0.49
H -1.74 1.73 0.31
H 1.18 1.53 -1.07
H 0.36 -0.26 -0.84
H 0.23 0.60 -0.27
H -1.39 0.26 -0.23
H 0.03 -2.18 0.78
O 1.21 1.70 -0.14
H -0.38 -0.34 0.22
H 0.46 -1.02 -0.92
O 0.01 1.59 0.63
H -1.75 -0.56 2.19
H -1.22 0.34 -0.19
O 3.15 0.38 -1.92

Results of the Löwdin charge analysis, in e, for atoms 1 through 2: number 1, C, carries -0.271; number 2, C, carries -0.723

---

Computed, not measured: a cluster of 3 separate species, C3H14NO4 in total in a non-equilibrium geometry, with the ωB97M-V functional and the def2-TZVPD basis.

Values from the calculation:
HOMO = -14.75 eV
Net charge = +1
ΔE to the lowest compared entry with this formula, charge and spin = 32.1 kcal/mol
LUMO energy = -3.01 eV
Gap between HOMO and LUMO = 11.745 eV
Molecular weight = 128.1 g/mol

Positions of all 22 atoms, in Å:
C1 0.65801 -1.92177 1.09192
O1 1.59876 -2.60773 0.20816
C2 -0.03476 -1.01036 0.07430
C3 -1.48356 -0.60087 0.33916
O2 -1.54499 0.15629 1.52578
N1 0.75181 0.30429 0.00310
H1 1.33616 -1.42395 1.78162
H2 -0.05898 -2.61990 1.50638
H3 2.30699 -3.00193 0.73100
H4 0.14556 -1.45916 -0.90018
H5 -1.89090 -0.00490 -0.47239
H6 -2.03054 -1.54171 0.40253
H7 -1.70590 -0.40419 2.29519
H8 1.59693 0.29289 0.57796
H9 1.12747 0.47311 -0.93764
H10 0.20819 1.09719 0.34161
H11 -1.34784 4.22763 -0.31656
H12 -1.14334 3.15726 0.82653
O3 -0.89710 3.42186 -0.06094
H13 1.63666 1.18199 -2.96747
H14 0.05382 0.89242 -3.26307
O4 0.71755 1.39150 -2.78700

Cartesian forces, eV/Å:
C 1.22 -0.52 -2.09
O -0.28 -0.02 0.47
C 0.41 1.39 0.35
C 0.47 -1.08 0.22
O 0.01 0.24 0.17
N 1.10 -0.26 0.12
H -0.93 0.32 0.74
H 0.02 -0.08 0.49
H -0.11 -0.11 -0.02
H -0.48 -0.22 0.01
H 0.03 0.08 -0.08
H -0.38 0.11 0.01
H -0.03 0.07 -0.16
H -0.17 -0.25 0.22
H -0.84 0.47 -0.24
H -0.24 0.24 -0.33
H -0.20 0.09 0.30
H -0.46 0.53 0.15
O 0.65 -0.83 -0.29
H -0.28 -0.35 -0.95
H 0.53 -0.33 -0.60
O -0.03 0.51 1.50

Results of the Löwdin charge analysis, in e, for atoms 1 through 2: number 1, C, carries -0.149; number 2, O, carries -0.070

---

Computed, not measured: a cluster of 4 separate species, C3H14NO5 in total in a non-equilibrium geometry, with the ωB97M-V functional and the def2-TZVPD basis.

Values from the calculation:
HOMO = -5.18 eV
Net charge = -1
ΔE to the lowest compared entry with this formula, charge and spin = 31.1 kcal/mol
LUMO energy = 3.53 eV
Gap between HOMO and LUMO = 8.717 eV
Molecular weight = 144.1 g/mol

Positions of all 23 atoms, in Å:
N1 -1.83113 -1.94405 1.41266
C1 -1.02885 -1.06000 0.45703
C2 0.00399 -2.04483 -0.18204
O1 -0.50691 -2.81619 -1.28401
C3 -0.29369 0.21339 1.00890
O2 0.30341 0.94085 -0.09722
H1 -1.47332 -2.85082 1.26556
H2 -1.65043 -1.80307 2.34322
H3 -1.86129 -0.64361 -0.23210
H4 0.91249 -1.61781 -0.52563
H5 0.32879 -2.76282 0.57954
H6 -0.77092 -2.13543 -1.81281
H7 -1.01834 0.94874 1.52115
H8 0.53239 -0.14650 1.66361
H9 1.23832 1.71239 0.62374
H10 2.22550 1.77350 1.99761
O3 1.89951 2.28399 1.21862
H11 -1.80022 2.50038 0.35853
H12 -0.70923 1.90168 -0.55196
O4 -1.78648 2.25477 -0.49694
H13 2.22003 0.53245 -1.69434
H14 2.34934 1.87400 -1.30998
O5 2.61624 1.29583 -2.06772

Cartesian forces, eV/Å:
N -0.32 1.12 -2.57
C -1.17 0.05 -0.16
C -0.51 -0.23 0.21
O 0.87 -2.23 2.69
C -0.09 0.69 -1.32
O -0.36 -1.28 0.91
H 0.03 -1.34 -0.34
H 0.61 1.12 2.82
H 1.84 -0.74 0.40
H 0.71 1.18 -0.21
H -0.24 0.04 0.04
H -1.44 2.49 -2.89
H 0.94 -1.51 -0.18
H -0.52 0.38 0.19
H 0.29 -0.01 0.59
H -0.60 0.48 -1.25
O 0.68 -0.15 0.85
H -0.37 1.50 4.53
H -2.53 -0.17 0.46
O 2.25 -1.43 -4.86
H -0.75 -1.70 0.17
H 0.51 0.02 -0.90
O 0.18 1.73 0.83

Results of the Löwdin charge analysis, in e, for atoms 1 through 2: number 1, N, carries 0.034; number 2, C, carries -0.294